1.
Computed, not measured: C17H16Cl2N2O3 in the gas phase, with ωB97M-V with the def2-TZVPD basis set.

**HOMO energy**: -8.2 eV
**Multiplicity**: 1
**SMILES**: Cc1ccc(NC(=O)NC(=O)COc2ccc(Cl)cc2Cl)c(C)c1
**Orbital gap**: 8.7 eV
**E_LUMO**: 0.4980 eV

Geometry as XYZ:
```
40
Properties=species:S:1:pos:R:3:mulliken_charge:R:1
C -5.707 -2.518 0.389 -1.44
C -4.533 -1.593 0.277 0.66
C -4.618 -0.285 0.736 -0.83
C -3.537 0.569 0.648 -0.62
C -2.341 0.129 0.094 0.58
N -1.216 0.959 -0.017 0.06
C -1.056 2.208 0.439 0.29
O -1.842 2.918 1.018 -0.68
N 0.253 2.739 0.193 -0.06
C 1.323 2.156 -0.402 0.44
O 1.310 1.061 -0.927 -0.71
C 2.582 3.023 -0.381 -0.66
O 3.722 2.315 -0.802 -0.43
C 4.004 1.069 -0.336 0.02
C 4.851 0.331 -1.169 -0.61
C 5.277 -0.938 -0.849 -0.64
C 4.847 -1.514 0.337 0.32
Cl 5.349 -3.108 0.762 -0.22
C 4.017 -0.811 1.190 -0.73
C 3.608 0.475 0.864 1.10
Cl 2.594 1.261 2.037 -0.21
C -2.229 -1.186 -0.376 1.02
C -0.951 -1.694 -0.977 -1.66
C -3.332 -2.019 -0.274 -0.87
H -5.530 -3.441 -0.156 0.35
H -5.891 -2.765 1.434 0.31
H -6.605 -2.045 -0.003 0.35
H -5.541 0.070 1.169 0.40
H -3.612 1.582 1.008 0.52
H -0.409 0.549 -0.483 0.17
H 0.360 3.664 0.589 0.28
H 2.724 3.473 0.609 0.45
H 2.468 3.825 -1.119 0.43
H 5.160 0.799 -2.090 0.42
H 5.928 -1.482 -1.514 0.42
H 3.687 -1.253 2.117 0.42
H -0.680 -1.126 -1.868 0.35
H -1.060 -2.737 -1.264 0.39
H -0.125 -1.623 -0.268 0.34
H -3.251 -3.035 -0.635 0.27
```

***

2.
Computed, not measured: C17H16Cl2N2O3S in the gas phase, with ωB97M-V with the def2-TZVPD basis set.

**HOMO energy**: -9.0 eV
**Multiplicity**: 1
**SMILES**: Cc1c(C(=O)NCCSCc2c(Cl)cccc2Cl)cccc1[N+](=O)[O-]
**Orbital gap**: 8.5 eV
**E_LUMO**: -0.4896 eV

Geometry as XYZ:
```
41
Properties=species:S:1:pos:R:3:mulliken_charge:R:1
C 1.130 -0.118 0.266 -1.57
C 1.836 0.458 -0.917 0.81
C 1.651 -0.113 -2.180 0.46
C 0.679 -1.253 -2.344 -0.12
O 1.018 -2.390 -2.592 -0.66
N -0.605 -0.859 -2.207 -0.04
C -1.716 -1.778 -2.162 -1.05
C -2.405 -1.721 -0.804 -0.19
S -3.092 -0.040 -0.545 -0.11
C -3.522 -0.139 1.233 -1.64
C -2.312 -0.047 2.099 -0.23
C -1.790 -1.150 2.775 0.94
Cl -2.574 -2.695 2.667 -0.20
C -0.652 -1.056 3.560 -0.74
C -0.004 0.160 3.680 -0.41
C -0.488 1.276 3.023 -0.67
C -1.628 1.164 2.243 0.88
Cl -2.208 2.567 1.420 -0.20
C 2.355 0.335 -3.287 -0.58
C 3.253 1.384 -3.170 -0.75
C 3.433 1.987 -1.944 -0.62
C 2.727 1.534 -0.831 0.24
N 2.961 2.233 0.406 0.90
O 4.018 2.817 0.523 -0.60
O 2.092 2.221 1.254 -0.52
H 0.879 -1.160 0.084 0.48
H 1.738 -0.058 1.166 0.63
H 0.215 0.437 0.468 0.26
H -0.815 0.099 -1.971 0.32
H -1.312 -2.779 -2.341 0.43
H -2.434 -1.532 -2.952 0.30
H -3.226 -2.436 -0.758 0.46
H -1.695 -1.917 -0.002 0.15
H -4.183 0.712 1.398 0.50
H -4.067 -1.068 1.389 0.52
H -0.283 -1.932 4.069 0.44
H 0.885 0.238 4.285 0.42
H 0.025 2.221 3.090 0.39
H 2.197 -0.148 -4.239 0.52
H 3.803 1.731 -4.031 0.39
H 4.115 2.814 -1.819 0.49
```

***

3.
Computed, not measured: a molecular structure, C17H16Cl5InN4OS, with ωB97M-V with the def2-TZVPD basis set.

**HOMO energy (spin up / spin down)**: -8.2 / -8.2 eV
**Multiplicity**: 1
**Orbital gap (spin up / spin down)**: 7.2 / 7.2 eV
**E_LUMO (spin up / spin down)**: -1.0854 / -1.0855 eV

Geometry as XYZ:
```
45
Properties=species:S:1:pos:R:3:mulliken_charge:R:1
In -14.367 -6.895 -3.862 0.54
N -10.783 -7.780 -1.361 -0.39
C -11.840 -7.867 -2.125 0.55
S -11.728 -7.325 -3.817 -0.40
N -12.926 -8.422 -1.511 -1.12
N -14.005 -8.459 -2.308 0.57
C -14.835 -9.406 -1.904 -0.62
C -15.710 -10.165 -2.783 1.00
C -16.289 -11.437 -2.387 -1.00
C -17.075 -12.059 -3.283 -0.08
C -17.288 -11.560 -4.597 -0.74
C -16.684 -10.363 -4.891 -0.30
N -15.882 -9.691 -4.025 -0.08
H -9.873 -7.358 -1.699 0.23
H -10.748 -8.207 -0.416 0.26
H -14.685 -9.689 -0.857 0.36
H -16.118 -11.708 -1.357 0.38
H -17.541 -13.036 -2.981 0.33
H -17.972 -12.075 -5.260 0.39
H -16.772 -9.949 -5.888 0.50
C -17.216 -4.995 -4.002 -1.37
C -17.203 -6.066 -5.091 1.97
C -17.530 -5.404 -6.436 -1.71
C -18.261 -7.151 -4.975 -1.32
O -15.866 -6.616 -5.238 -0.58
H -18.212 -4.635 -3.737 0.55
H -16.600 -4.074 -4.227 0.13
H -16.795 -5.421 -3.062 0.25
H -18.447 -4.804 -6.361 0.41
H -17.792 -6.095 -7.294 0.36
H -16.746 -4.657 -6.736 0.29
H -19.197 -6.756 -4.456 0.32
H -17.821 -8.070 -4.639 0.06
H -18.596 -7.424 -6.008 0.35
Cl -13.646 -4.133 -5.841 -0.14
C -13.835 -3.853 -4.140 0.07
C -14.030 -4.815 -3.186 -0.23
C -14.021 -4.484 -1.858 0.63
Cl -14.571 -5.490 -0.555 -0.16
C -13.422 -3.246 -1.474 0.04
Cl -12.966 -2.788 0.107 -0.20
C -13.297 -2.243 -2.429 0.07
Cl -12.695 -0.685 -2.072 -0.18
C -13.761 -2.514 -3.734 0.17
Cl -14.216 -1.244 -4.766 -0.17
```

***

ΔE to the lowest compared entry with this formula, charge and spin per entry: 0.0, 269.7, 235.4 kJ/mol